P:
Density functional theory data (ωB97M-V/def2-TZVPD) for a single C20H23N3O3S molecule.

Calculated values
- LUMO energy: 0.557 eV
- 2S+1: 1
- SMILES string: Cc1cccc(OCC(=O)NC(=S)Nc2ccccc2N2CCOCC2)c1
- HOMO: -0.285 hartree

Last column: Löwdin charge in e.
Cartesian coordinates (Å):
C  1.4719  -3.4676  -1.3994  -0.04
C  1.1703  -3.4974  0.0665  -0.26
C  2.1523  -3.8741  0.9729  -0.05
C  1.8822  -3.9005  2.3295  -0.07
C  0.6318  -3.5518  2.7986  -0.01
C  -0.3582  -3.1672  1.8995  -0.26
O  -1.5648  -2.8153  2.4698  -0.05
C  -2.6293  -2.4492  1.6357  -0.10
C  -2.4459  -1.1078  0.9277  -0.44
O  -3.1612  -0.7642  0.0057  0.07
N  -1.4340  -0.3623  1.4371  0.10
C  -0.9120  0.8350  0.9519  -0.81
S  0.4824  1.3764  1.6395  0.73
N  -1.5920  1.4349  -0.0296  0.08
C  -1.1920  2.6529  -0.6254  -0.21
C  -2.0758  3.7212  -0.5784  -0.02
C  -1.6947  4.9726  -1.0214  -0.10
C  -0.4034  5.1563  -1.4901  -0.09
C  0.4686  4.0919  -1.5844  -0.01
C  0.0840  2.8004  -1.2032  -0.21
N  0.9124  1.7175  -1.3768  -0.12
C  2.3380  1.8900  -1.5502  -0.15
C  3.0087  0.5302  -1.3895  -0.18
O  2.6122  -0.3854  -2.3979  -0.15
C  1.3118  -0.1320  -2.8893  -0.18
C  0.3994  0.4323  -1.8025  -0.14
C  -0.0867  -3.1371  0.5388  0.02
H  2.0041  -4.3693  -1.6958  0.09
H  0.5589  -3.3914  -1.9856  0.08
H  2.1100  -2.6157  -1.6355  0.07
H  3.1318  -4.1467  0.6101  0.11
H  2.6502  -4.1954  3.0283  0.11
H  0.3978  -3.5673  3.8509  0.12
H  -2.8519  -3.2147  0.8811  0.14
H  -3.5011  -2.3630  2.2934  0.15
H  -0.9106  -0.7481  2.2173  0.12
H  -2.4913  1.0263  -0.2799  0.13
H  -3.0570  3.5638  -0.1542  0.12
H  -2.3853  5.7996  -0.9734  0.10
H  -0.0784  6.1370  -1.8038  0.10
H  1.4578  4.2561  -1.9798  0.10
H  2.7072  2.5681  -0.7772  0.13
H  2.5942  2.3031  -2.5384  0.13
H  4.0944  0.6245  -1.4688  0.13
H  2.7617  0.1256  -0.3977  0.12
H  1.3557  0.5731  -3.7331  0.13
H  0.9269  -1.0853  -3.2588  0.12
H  0.3692  -0.2837  -0.9676  0.11
H  -0.6112  0.5459  -2.2018  0.14
H  -0.8428  -2.8351  -0.1722  0.11


Q:
Density functional theory data (ωB97M-V/def2-TZVPD) for a single C20H23N3O3S molecule.

Calculated values
- LUMO energy: 0.379 eV
- 2S+1: 1
- SMILES string: CSCC[C@H](NC(=O)c1ccccc1)C(=O)Nc1ccc(NC(C)=O)cc1
- HOMO: -0.289 hartree

Last column: Löwdin charge in e.
Cartesian coordinates (Å):
C  -3.7275  -3.4756  1.8569  -0.41
S  -4.5474  -3.9365  0.3039  0.79
C  -4.1030  -2.5286  -0.7689  -0.49
C  -2.6264  -2.4760  -1.1570  -0.20
C  -1.8318  -1.4639  -0.3376  -0.23
N  -2.3442  -0.1246  -0.5703  0.13
C  -2.2385  0.8640  0.3435  -0.43
O  -1.6486  0.6997  1.4047  0.05
C  -2.8786  2.1536  -0.0216  -0.14
C  -3.9962  2.2303  -0.8485  -0.03
C  -4.5576  3.4604  -1.1390  -0.08
C  -4.0099  4.6196  -0.6138  -0.08
C  -2.9051  4.5482  0.2189  -0.07
C  -2.3463  3.3207  0.5194  -0.01
C  -0.3266  -1.5235  -0.6968  -0.41
O  0.0862  -2.1310  -1.6597  0.09
N  0.4089  -0.8135  0.1869  0.14
C  1.7872  -0.5763  0.1890  -0.22
C  2.2876  0.2775  1.1705  -0.02
C  3.6370  0.5500  1.2344  -0.03
C  4.5195  -0.0234  0.3194  -0.23
N  5.8773  0.2923  0.4381  0.11
C  6.9302  -0.1190  -0.3281  -0.52
C  8.2453  0.4651  0.1522  0.00
O  6.8431  -0.8593  -1.2792  0.07
C  4.0188  -0.8756  -0.6602  0.00
C  2.6663  -1.1498  -0.7243  0.01
H  -4.1214  -4.1407  2.6186  0.03
H  -3.9699  -2.4463  2.1053  0.04
H  -2.6540  -3.6170  1.7694  0.03
H  -4.4179  -1.6160  -0.2605  0.07
H  -4.7304  -2.6748  -1.6471  0.07
H  -2.5230  -2.2135  -2.2125  0.12
H  -2.1714  -3.4597  -1.0345  0.11
H  -1.9314  -1.6545  0.7369  0.14
H  -2.6835  0.0788  -1.4970  0.15
H  -4.4511  1.3331  -1.2442  0.11
H  -5.4284  3.5147  -1.7754  0.11
H  -4.4503  5.5772  -0.8479  0.10
H  -2.4822  5.4496  0.6363  0.11
H  -1.4911  3.2434  1.1738  0.12
H  -0.1104  -0.3202  0.9147  0.11
H  1.6096  0.7265  1.8821  0.11
H  4.0132  1.2139  2.0008  0.11
H  6.0920  0.9162  1.2041  0.14
H  8.4428  0.1561  1.1767  0.08
H  9.0466  0.1090  -0.4883  0.08
H  8.2120  1.5520  0.1119  0.08
H  4.6934  -1.3225  -1.3703  0.10
H  2.2873  -1.8103  -1.4858  0.10


Q wins, 175.6 kJ/mol ahead of the next structure.